#w
17
Properties=species:S:1:pos:R:3:lowdin_charge:R:1 method="wB97M-V/def2-TZVPD" total_charge=+1 e_lumo_ev=-5.08 homo_lumo_gap_ev=8.01 homo_ev=-13.091
H 3.090 -0.794 -0.803 0.215
C -2.233 0.218 0.254 -0.150
H 0.637 -1.750 0.846 0.107
C -1.008 1.040 0.110 -0.096
H 1.120 -2.302 -0.743 0.122
C -2.412 -0.853 -0.413 0.018
O 1.117 1.290 -0.670 -0.126
O 1.502 2.282 0.380 -0.003
H -1.711 -1.254 -1.083 0.051
H -2.913 0.483 1.040 0.108
N -0.005 0.761 -0.621 -0.029
N 2.366 -0.875 0.002 0.162
H -3.305 -1.451 -0.214 0.087
H 0.933 3.081 0.299 0.109
C 1.338 -1.627 0.073 0.114
H 2.555 -0.166 0.801 0.192
H -1.071 1.917 0.740 0.119

=====

#x
17
Properties=species:S:1:pos:R:3:lowdin_charge:R:1 method="wB97M-V/def2-TZVPD" total_charge=+1 smiles="OC1(O)CNC=[NH+]C1" e_lumo_ev=-3.41 homo_lumo_gap_ev=10.58 homo_ev=-13.994
H -2.397 0.573 -1.265 0.206
H -0.452 1.732 -1.275 0.164
O -2.204 -0.079 -0.483 0.099
C 1.762 0.241 0.221 -0.088
N 1.130 1.383 0.130 0.108
H 2.773 0.364 0.559 0.166
H -1.744 -0.627 1.664 0.140
H -0.769 1.994 0.514 0.141
H -0.587 -2.162 -0.152 0.158
O -1.075 0.038 1.447 0.084
H -0.251 -1.244 -1.540 0.121
C -0.054 -1.202 -0.475 -0.017
C -0.302 1.356 -0.220 -0.056
C -1.063 0.071 0.092 -0.688
N 1.283 -0.949 0.017 0.109
H 1.597 2.234 -0.233 0.191
H 1.760 -1.758 0.342 0.162

=====

The data favor #x; the next most stable structure lies 6.028 eV above it.

=====

#w
23
Properties=species:S:1:pos:R:3:lowdin_charge:R:1 method="wB97M-V/def2-TZVPD" total_charge=0 e_lumo_ev="-0.01 / -0.01" homo_lumo_gap_ev="8.31 / 8.31" homo_ev="-8.320 / -8.320"
O 1.127 0.280 2.012 0.014
C -1.610 -0.362 -1.055 -0.080
C -0.986 0.269 0.194 -0.253
H 1.634 -1.933 -0.761 0.096
H -1.557 -1.451 -0.984 0.094
H 0.945 1.917 -1.366 0.098
C 0.518 -0.490 0.953 -0.619
C 1.032 0.082 -0.339 -0.219
H 1.378 -0.419 2.638 0.111
C 1.470 1.495 -0.496 -0.036
H -2.108 -1.005 1.546 0.089
O 0.363 -1.727 1.143 -0.024
C 1.618 -0.934 -1.227 -0.021
H 0.938 -1.099 -2.074 0.091
C -1.943 0.060 1.373 -0.070
H -2.908 0.533 1.166 0.087
H 1.208 2.131 0.350 0.089
H 2.626 -0.704 -1.576 0.099
H 2.547 1.557 -0.678 0.100
H -0.956 1.356 0.055 0.120
H -1.133 -0.022 -1.980 0.072
H -1.552 0.515 2.285 0.082
H -2.651 -0.052 -1.179 0.081

=====

#x
23
Properties=species:S:1:pos:R:3:lowdin_charge:R:1 method="wB97M-V/def2-TZVPD" total_charge=0 e_lumo_ev=0.20 homo_lumo_gap_ev=8.29 homo_ev=-8.091
H 2.488 0.817 0.012 0.070
H 2.040 -1.698 -0.363 0.071
C 1.010 -0.399 1.047 -0.313
H 0.441 -0.792 -1.534 0.114
C -2.080 1.573 -1.151 -0.012
H 2.761 0.634 1.733 0.082
H 0.643 1.012 -1.153 0.103
H -2.265 1.832 -2.197 0.091
C 1.534 -1.741 0.605 -0.107
H -0.962 0.758 1.151 0.143
C 0.019 0.132 -1.169 0.139
H 0.636 -0.494 2.065 0.112
C 1.978 0.759 0.977 -0.113
H -2.289 -1.381 -0.715 0.098
H 2.263 -2.118 1.332 0.083
H -3.043 1.521 -0.640 0.094
H -1.481 2.367 -0.699 0.086
H 0.719 -2.468 0.564 0.081
C -1.382 0.241 -1.067 -0.513
C -0.909 -0.190 0.613 -0.327
H 1.484 1.715 1.172 0.077
O -1.463 -1.256 0.935 -0.070
O -2.144 -0.822 -1.516 0.012

=====

The data favor #w; the next most stable structure lies 0.762 eV above it.

=====

#w
23
Properties=species:S:1:pos:R:3:lowdin_charge:R:1 method="wB97M-V/def2-TZVPD" total_charge=0 smiles=Cc1ccccc1.CC e_lumo_ev=1.04 homo_lumo_gap_ev=10.06 homo_ev=-9.024
H 1.795 2.015 1.386 0.100
C 1.407 -2.880 -0.461 -0.174
H 1.674 -3.799 0.066 0.066
H 3.391 -2.115 -0.903 0.064
C -1.258 2.418 0.025 -0.050
H 2.188 -0.955 -1.053 0.067
C -0.808 0.074 0.406 -0.061
C -1.639 1.082 -0.061 -0.279
H 0.264 3.756 0.673 0.099
C 0.001 2.710 0.576 -0.094
C 2.459 -1.811 -0.421 -0.184
H -1.884 3.274 -0.184 0.106
H 2.604 -1.377 0.561 0.048
H 0.971 -3.022 -1.449 0.070
H -3.311 -0.258 -0.306 0.071
H -2.848 0.492 -1.763 0.080
C 0.865 1.693 0.928 -0.098
H 0.933 -0.322 1.646 0.098
H -1.106 -0.966 0.381 0.100
C 0.397 0.381 1.026 -0.095
H 0.535 -2.619 0.154 0.041
H -3.657 1.528 -0.533 0.073
C -2.971 0.701 -0.696 -0.050

=====

#x
23
Properties=species:S:1:pos:R:3:lowdin_charge:R:1 method="wB97M-V/def2-TZVPD" total_charge=0 smiles=Cc1ccccc1.CC e_lumo_ev=1.01 homo_lumo_gap_ev=9.89 homo_ev=-8.882
H -2.219 0.998 1.414 0.074
H 1.298 2.781 -2.442 0.058
H 1.853 -2.529 -0.441 0.098
C -0.207 -2.169 -0.003 -0.100
C 0.091 0.922 -2.716 -0.160
C -0.630 -0.439 1.549 -0.286
H -2.167 0.275 2.932 0.082
C 0.722 -0.427 1.921 -0.066
H 2.686 -1.080 1.420 0.099
C 0.511 2.193 -1.976 -0.161
H -0.986 0.758 -2.768 0.061
H 0.538 0.784 -3.696 0.059
H -0.961 1.513 2.501 0.074
H -2.222 -1.302 0.580 0.111
H -0.363 2.804 -1.790 0.053
C 1.160 -1.924 0.127 -0.112
H 0.981 -0.096 2.923 0.114
C -1.149 -1.405 0.676 -0.039
H -0.353 -3.131 -0.484 0.102
C -1.494 0.638 2.145 -0.065
H 0.907 1.977 -0.981 0.053
C 1.634 -1.203 1.217 -0.086
H 0.372 0.062 -2.108 0.037

=====

The data favor #w; the next most stable structure lies 0.535 eV above it.

=====

#w
23
Properties=species:S:1:pos:R:3:lowdin_charge:R:1 method="wB97M-V/def2-TZVPD" total_charge=0 smiles=Cc1ccccc1.CC e_lumo_ev=1.03 homo_lumo_gap_ev=10.06 homo_ev=-9.030
C -2.208 -2.083 -0.555 -0.100
H -1.364 -3.929 -0.031 0.100
C -1.153 -2.869 -0.118 -0.094
H 2.494 3.951 1.365 0.066
H 0.703 -2.998 0.817 0.110
H 0.597 4.774 -0.059 0.064
H 1.388 0.749 0.444 0.027
C 0.174 -0.919 0.294 -0.271
C 1.010 3.808 -0.374 -0.155
H 2.751 2.608 0.267 0.058
H -3.165 -2.470 -0.877 0.096
H 1.413 2.714 1.403 0.055
C 1.992 3.278 0.662 -0.191
H 1.622 4.165 -1.210 0.066
C -0.777 -0.141 -0.376 -0.048
C -1.986 -0.720 -0.785 -0.080
H -0.512 0.897 -0.489 0.084
H 2.176 -0.683 -0.218 0.087
C 1.567 -0.319 0.605 -0.031
H -2.606 -0.090 -1.408 0.098
H 1.881 -0.501 1.625 0.081
H 0.188 3.139 -0.576 0.043
C 0.001 -2.284 0.404 -0.064

=====

#x
23
Properties=species:S:1:pos:R:3:lowdin_charge:R:1 method="wB97M-V/def2-TZVPD" total_charge=0 smiles=Cc1ccccc1.CC e_lumo_ev=1.05 homo_lumo_gap_ev=10.08 homo_ev=-9.022
H 1.159 -0.015 -3.042 0.061
H -1.980 -0.627 3.592 0.100
H 2.288 1.860 2.440 0.086
H -0.466 0.784 -2.705 0.050
C 0.150 0.189 -3.384 -0.169
C -0.681 -1.037 -3.754 -0.178
H 3.037 0.380 1.760 0.079
H 2.535 0.568 3.426 0.072
H 0.220 0.821 -4.276 0.061
H -2.881 -0.334 1.271 0.099
C 0.002 -0.037 3.021 -0.059
C 2.231 0.762 2.394 -0.068
C 0.397 0.270 0.680 -0.051
C 0.881 0.266 1.982 -0.281
H 1.034 0.554 -0.153 0.107
C -1.834 -0.184 1.496 -0.098
C -0.958 0.119 0.458 -0.092
H -0.076 -1.895 -4.060 0.060
H -1.243 -1.472 -2.916 0.055
H 0.336 0.047 4.048 0.107
H -1.372 0.138 -0.545 0.087
H -1.439 -0.838 -4.511 0.061
C -1.340 -0.319 2.778 -0.088

=====

#y
23
Properties=species:S:1:pos:R:3:lowdin_charge:R:1 method="wB97M-V/def2-TZVPD" total_charge=0 smiles=Cc1ccccc1.CC e_lumo_ev=1.05 homo_lumo_gap_ev=10.05 homo_ev=-8.992
C -0.074 -0.146 -1.389 -0.060
C -0.565 -1.164 -0.591 -0.103
H 2.387 0.337 1.944 0.066
H -3.144 0.500 0.873 0.100
C -1.710 1.346 -0.481 -0.059
H 1.570 -1.273 3.307 0.060
H 0.827 2.224 -2.577 0.072
H 3.233 -1.134 1.279 0.061
H 0.859 -0.287 -1.918 0.111
C -0.682 1.113 -1.379 -0.282
H -0.144 -2.101 -0.414 0.087
H -2.244 -1.808 0.578 0.100
H 1.538 -2.622 2.181 0.062
C 2.293 -0.629 1.457 -0.149
C -0.225 2.199 -2.319 -0.053
C -2.286 0.305 0.247 -0.079
H 0.327 -1.461 1.992 0.038
C -1.773 -0.972 0.083 -0.103
H -0.797 2.075 -3.242 0.085
H -0.446 3.171 -1.875 0.075
H 1.904 -0.418 0.479 0.024
C 1.376 -1.547 2.273 -0.159
H -2.224 2.293 -0.508 0.106

=====

#z
23
Properties=species:S:1:pos:R:3:lowdin_charge:R:1 method="wB97M-V/def2-TZVPD" total_charge=0 smiles=Cc1ccccc1.CC e_lumo_ev=1.01 homo_lumo_gap_ev=9.99 homo_ev=-8.979
H -0.714 -1.901 -0.585 0.043
C -0.019 2.152 0.234 -0.091
H -2.023 1.637 0.455 0.109
H -2.701 -1.256 -2.929 0.065
C -1.685 -1.874 -1.069 -0.186
H -2.145 -2.872 -1.196 0.069
C -1.889 -0.933 -2.263 -0.161
C 0.705 -0.355 1.136 -0.066
H -0.948 -1.045 -2.833 0.066
H 3.141 -0.662 1.981 0.068
H 3.735 1.000 1.701 0.075
H 0.850 -1.341 1.568 0.115
C -0.669 -0.045 0.966 -0.130
H -2.019 0.104 -1.945 0.050
H 1.963 2.566 -0.064 0.113
H -1.403 -0.587 1.563 0.113
C 1.671 0.594 0.967 -0.280
C -1.009 1.256 0.653 -0.112
C 3.106 0.197 1.325 -0.042
C 1.325 1.839 0.444 -0.051
H -2.449 -1.446 -0.376 0.059
H -0.303 3.137 -0.109 0.098
H 3.482 -0.165 0.373 0.078

=====

The data favor #x; the next most stable structure lies 0.089 eV above it.